(1)
ORCA calculation (ωB97M-V/def2-TZVPD) on a cluster of 2 separate species, C6H14N2O in total in a non-equilibrium geometry.

- energy (Eh) = -421.6229

Last column: Löwdin charge in e.
Positions of all 23 atoms, in Å:
C -0.258 0.513 -0.926  -0.33
C -0.763 1.892 -0.581  -0.09
C -1.364 -0.330 -1.500  -0.07
C 1.028 0.481 -1.696  -0.05
C -0.140 0.460 2.171  -0.03
N 0.280 0.168 1.028  0.05
H -1.644 1.834 0.062  0.08
H -0.003 2.492 -0.084  0.08
H -1.067 2.388 -1.511  0.09
H -2.106 -0.582 -0.741  0.10
H -1.010 -1.245 -1.968  0.08
H -1.866 0.260 -2.284  0.10
H 1.274 -0.525 -2.031  0.09
H 0.913 1.122 -2.581  0.10
H 1.854 0.887 -1.111  0.09
H -0.224 -0.255 2.997  0.08
H -0.516 1.466 2.389  0.07
N 0.936 -2.243 1.998  0.06
C 0.972 -1.402 0.849  -0.59
O 0.272 -1.838 -0.153  -0.19
H 1.419 -1.892 2.815  0.07
H -0.011 -2.551 2.188  0.08
H 2.025 -1.101 0.670  0.12

(2)
ORCA calculation (ωB97M-V/def2-TZVPD) on a structure of composition C43H49As2GeHfNO3PSTe in a non-equilibrium geometry.

- energy (Eh) = -9552.5848
- net charge = -1

Last column: Löwdin charge in e.
Positions of all 103 atoms, in Å:
Hf -0.695 -0.129 -0.315  0.76
C 2.641 -0.477 5.252  -0.34
As 1.787 -0.611 3.439  1.16
C -0.028 -0.616 4.189  -0.32
C 1.966 1.315 3.000  -0.43
C 1.853 2.265 4.013  -0.14
C 2.086 3.614 3.786  -0.11
C 2.442 4.031 2.515  -0.11
C 2.548 3.102 1.488  -0.14
C 2.313 1.740 1.697  -0.41
As 2.293 0.495 0.133  1.11
C 3.936 -0.454 0.654  -0.31
C 3.177 1.678 -1.169  -0.31
H 2.084 0.134 5.964  0.00
H 3.657 -0.091 5.162  0.01
H 2.692 -1.497 5.636  0.00
H -0.220 0.270 4.799  0.01
H -0.103 -1.507 4.813  0.02
H -0.770 -0.701 3.398  0.00
H 1.566 1.944 5.009  0.08
H 1.999 4.327 4.597  0.10
H 2.622 5.082 2.313  0.10
H 2.792 3.465 0.498  0.08
H 4.630 0.242 1.120  0.03
H 4.384 -0.881 -0.244  0.02
H 3.686 -1.260 1.341  -0.02
H 4.098 2.092 -0.759  0.03
H 2.514 2.485 -1.477  0.01
H 3.404 1.079 -2.050  0.02
C -0.754 2.738 1.619  -0.03
C -0.550 3.108 0.181  -0.32
C -0.605 4.469 -0.173  -0.02
C -0.394 4.851 -1.456  -0.01
C -0.099 3.873 -2.428  -0.18
C 0.145 4.225 -3.769  -0.06
C 0.411 3.250 -4.691  -0.09
C 0.472 1.908 -4.298  -0.12
C 0.274 1.510 -2.984  -0.62
S 0.523 -0.185 -2.593  0.46
C -0.050 2.514 -2.016  -0.25
N -0.294 2.158 -0.700  0.01
H -0.146 3.388 2.251  0.07
H -0.478 1.709 1.824  0.05
H -1.798 2.864 1.911  0.09
H -0.802 5.201 0.601  0.12
H -0.439 5.894 -1.747  0.12
H 0.122 5.273 -4.044  0.10
H 0.585 3.518 -5.726  0.10
H 0.701 1.133 -5.018  0.09
C 0.022 -1.804 0.673  -0.57
Ge -0.521 -3.528 0.164  0.72
C -2.025 -4.353 -0.878  -0.31
C -1.852 -4.675 -2.225  -0.14
C -2.885 -5.232 -2.971  -0.10
C -4.114 -5.491 -2.376  -0.12
C -4.309 -5.162 -1.040  -0.11
C -3.275 -4.590 -0.307  -0.15
C 1.069 -4.384 -0.732  -0.26
C 1.101 -5.746 -1.042  -0.12
C 2.254 -6.350 -1.533  -0.11
C 3.406 -5.595 -1.721  -0.13
C 3.392 -4.239 -1.419  -0.11
C 2.233 -3.647 -0.925  -0.12
C -0.435 -4.701 1.808  -0.26
C -1.079 -5.931 1.965  -0.12
C -0.850 -6.732 3.081  -0.12
C 0.035 -6.321 4.068  -0.13
C 0.690 -5.101 3.926  -0.11
C 0.455 -4.309 2.809  -0.13
H -0.890 -4.494 -2.695  0.10
H -2.731 -5.468 -4.019  0.09
H -4.915 -5.945 -2.948  0.09
H -5.266 -5.360 -0.569  0.09
H -3.440 -4.328 0.735  0.10
H 0.208 -6.347 -0.892  0.09
H 2.255 -7.411 -1.761  0.09
H 4.310 -6.064 -2.095  0.09
H 4.289 -3.645 -1.566  0.09
H 2.214 -2.590 -0.673  0.05
H -1.770 -6.276 1.202  0.08
H -1.363 -7.684 3.178  0.09
H 0.222 -6.948 4.932  0.09
H 1.393 -4.769 4.685  0.09
H 0.974 -3.362 2.691  0.03
C -6.224 -2.216 1.654  -0.07
C -5.637 -1.546 0.433  -0.30
O -4.450 -0.854 0.846  -0.26
P -3.652 0.091 -0.151  0.11
O -2.445 0.559 0.648  -0.48
Te -3.015 -0.943 -2.163  0.62
O -4.695 1.317 -0.261  -0.26
C -4.258 2.660 -0.541  -0.26
C -3.788 2.880 -1.966  -0.09
H -7.127 -2.763 1.377  0.08
H -6.473 -1.472 2.411  0.08
H -5.503 -2.914 2.080  0.08
H -6.345 -0.833 0.001  0.11
H -5.371 -2.281 -0.330  0.08
H -3.469 2.929 0.163  0.09
H -5.128 3.280 -0.328  0.12
H -2.912 2.273 -2.190  0.03
H -3.511 3.930 -2.097  0.08
H -4.573 2.620 -2.676  0.08

(3)
ORCA calculation (ωB97M-V/def2-TZVPD) on the molecule C4H6BrCl in a non-equilibrium geometry.

- energy (Eh) = -3190.1786
- SMILES string = C=C(Br)[C@H](C)Cl

Last column: Löwdin charge in e.
Positions of all 12 atoms, in Å:
C 0.702 2.085 -0.933  -0.06
C 0.795 1.914 0.355  -0.79
C -0.060 -0.203 1.313  -0.15
C -0.272 1.267 1.229  -0.75
Cl -1.920 1.615 0.535  0.60
Br 2.520 1.930 1.153  0.75
H 1.626 2.353 -1.384  0.04
H -0.288 2.100 -1.445  0.07
H -0.432 -0.942 0.605  0.10
H -0.640 -0.369 2.173  0.06
H 0.938 -0.358 1.632  0.05
H -0.325 1.642 2.260  0.10

(4)
ORCA calculation (ωB97M-V/def2-TZVPD) on a structure of composition C31H36MoN7O4S.

- energy (Eh) = -2353.4580
- multiplicity = 3
- net charge = +1

Last column: Mulliken spin population.
Positions of all 80 atoms, in Å:
Mo 0.192 0.665 0.163  1.98
O -0.115 -0.467 1.787  0.07
C -1.248 -1.017 2.211  0.01
C -1.874 -0.573 3.380  0.00
C -3.049 -1.155 3.816  0.00
C -3.636 -2.198 3.103  0.00
C -3.025 -2.648 1.946  0.00
C -1.843 -2.066 1.493  0.01
C -1.307 -1.453 -1.230  0.01
N -0.305 -0.424 -1.357  -0.08
C -0.210 0.088 -2.740  0.03
C 0.033 1.589 -2.676  0.00
N 0.911 1.801 -1.529  -0.08
C 2.096 2.242 -1.713  0.04
C 3.140 2.270 -0.715  0.00
C 4.287 3.032 -0.961  0.01
C 5.344 3.034 -0.078  0.00
C 5.271 2.241 1.066  0.01
C 4.161 1.458 1.315  -0.01
C 3.087 1.452 0.426  0.03
O 2.050 0.648 0.685  0.01
H -1.397 0.221 3.944  0.00
H -3.511 -0.803 4.730  0.00
H -4.550 -2.658 3.452  0.00
H -3.456 -3.465 1.382  0.00
H -1.296 -2.052 -2.146  0.00
H -1.143 -0.096 -3.280  0.00
H 0.609 -0.411 -3.261  0.00
H -0.910 2.109 -2.490  0.00
H 0.474 1.966 -3.600  0.00
H 2.372 2.603 -2.704  0.00
H 4.338 3.623 -1.868  0.00
H 6.224 3.630 -0.274  0.00
H 6.100 2.229 1.762  0.00
H 4.106 0.818 2.186  0.00
C -5.702 -1.589 -0.306  0.00
C -5.077 -1.167 -1.627  0.00
N -3.666 -1.522 -1.731  0.00
C -2.688 -0.848 -1.108  -0.01
S -1.033 -2.723 0.065  -0.01
N -3.006 0.247 -0.490  0.02
N -2.043 0.960 0.190  -0.14
C -2.520 1.817 1.031  -0.01
C -3.969 2.006 1.328  -0.01
C -1.528 2.645 1.734  0.08
C -1.886 3.612 2.658  0.00
C -0.892 4.375 3.253  0.01
C 0.426 4.154 2.902  0.00
C 0.714 3.164 1.979  0.04
N -0.241 2.422 1.413  -0.02
H -6.747 -1.278 -0.267  0.00
H -5.667 -2.673 -0.190  0.00
H -5.172 -1.137 0.532  0.00
H -5.585 -1.644 -2.465  0.00
H -5.158 -0.090 -1.764  0.00
H -3.429 -2.425 -2.106  0.00
H -4.574 1.387 0.678  0.00
H -4.164 1.722 2.365  0.00
H -4.251 3.052 1.202  0.00
H -2.924 3.765 2.910  0.00
H -1.151 5.134 3.979  0.00
H 1.234 4.728 3.334  0.00
H 1.733 2.953 1.691  -0.01
O 2.955 -0.144 -2.843  0.00
C 3.722 -0.907 -2.305  0.00
O 4.700 -0.482 -1.519  0.00
C 3.644 -2.427 -2.443  0.00
N 4.531 -3.047 -1.445  0.00
C 3.642 -3.600 -0.405  0.00
C 2.414 -4.082 -1.168  0.00
C 2.211 -2.955 -2.185  0.00
H 3.991 -2.652 -3.453  0.00
H 5.124 -1.308 -1.178  0.00
H 5.072 -3.792 -1.864  0.00
H 3.361 -2.798 0.286  0.00
H 4.159 -4.371 0.163  0.00
H 1.548 -4.232 -0.524  0.00
H 2.632 -5.025 -1.674  0.00
H 1.599 -2.163 -1.753  0.02
H 1.733 -3.292 -3.104  0.00

(5)
ORCA calculation (ωB97M-V/def2-TZVPD) on a structure of composition C23H24N4O3 in a non-equilibrium geometry.

- energy (Eh) = -1335.3924

Last column: Löwdin charge in e.
Positions of all 54 atoms, in Å:
C 2.452 2.695 0.467  -0.31
N 3.622 2.600 0.278  0.19
C -3.134 -2.654 -0.556  -0.02
N -1.911 -2.087 -0.066  -0.03
C -1.016 -2.799 0.674  -0.37
O -1.167 -3.965 1.028  0.08
C 0.171 -1.883 0.981  -0.19
C 1.492 -2.419 0.423  -0.08
C 1.890 -3.756 1.007  -0.24
C 2.101 -4.847 0.179  -0.05
C 2.365 -6.113 0.713  -0.07
C 2.469 -6.260 2.114  -0.09
C 2.322 -5.151 2.943  -0.09
C 2.042 -3.889 2.402  -0.03
N -0.237 -0.637 0.380  -0.02
C 0.566 0.448 0.449  -0.07
C 0.279 1.684 -0.012  -0.06
C 1.077 2.872 0.212  -0.25
C 0.577 4.172 -0.402  -0.11
C -0.612 4.302 -1.145  0.06
C -0.996 5.552 -1.677  -0.14
N -2.247 5.672 -2.379  -0.31
O -2.582 6.798 -2.811  0.06
O -2.954 4.642 -2.518  0.05
C -0.187 6.694 -1.478  0.01
C 1.020 6.555 -0.802  -0.05
C 1.413 5.311 -0.296  -0.01
C -1.550 -0.697 -0.289  -0.48
C -1.440 -0.430 -1.789  0.01
C -2.606 0.208 0.352  0.01
H -3.190 -3.714 -0.321  0.10
H -4.011 -2.174 -0.121  0.09
H -3.213 -2.553 -1.639  0.09
H 0.239 -1.788 2.084  0.16
H 1.396 -2.511 -0.672  0.13
H 2.258 -1.665 0.637  0.12
H 2.014 -4.712 -0.909  0.12
H 2.477 -6.973 0.057  0.10
H 2.665 -7.251 2.538  0.10
H 2.411 -5.256 4.035  0.11
H 1.914 -3.016 3.038  0.11
H 1.510 0.277 1.004  0.14
H -0.602 1.846 -0.642  0.06
H 1.478 3.039 1.325  0.18
H -1.261 3.466 -1.431  0.11
H -0.540 7.649 -1.863  0.12
H 1.692 7.413 -0.670  0.12
H 2.422 5.197 0.107  0.12
H -0.783 -1.188 -2.240  0.10
H -2.433 -0.520 -2.246  0.09
H -1.045 0.572 -1.969  0.07
H -2.838 -0.157 1.362  0.10
H -2.246 1.238 0.390  0.07
H -3.531 0.167 -0.237  0.09

(6)
ORCA calculation (ωB97M-V/def2-TZVPD) on a cluster of 2 separate species, C4H12NO2 in total in a non-equilibrium geometry.

- energy (Eh) = -364.7721
- net charge = -1

Last column: Löwdin charge in e.
Positions of all 19 atoms, in Å:
C -2.442 -0.214 0.185  -0.18
N -1.033 0.062 0.010  -0.12
C -0.409 -1.553 -1.852  -0.11
C -0.019 -0.491 -0.920  -0.42
C 1.283 -0.729 0.169  -0.38
O 1.426 0.032 1.328  -0.35
H -3.099 0.256 -0.531  0.05
H -2.665 -1.307 0.140  0.06
H -2.749 0.090 1.132  0.04
H -0.539 0.480 0.908  0.13
H 0.332 -1.357 -2.670  0.09
H -1.495 -1.830 -2.038  0.08
H -0.054 -2.488 -1.408  0.05
H 0.445 0.295 -1.413  0.06
H 2.161 -0.692 -0.547  0.08
H 1.058 -1.825 0.389  0.07
H 1.370 1.722 1.032  -0.08
H 0.668 2.688 0.311  -0.01
O 1.239 2.650 1.064  -0.09

(7)
ORCA calculation (ωB97M-V/def2-TZVPD) on a cluster of 9 separate species, C25H73N5O9 in total in a non-equilibrium geometry.

- energy (Eh) = -1946.9147
- SMILES string = COC[C@H](C)N.COC[C@H](C)N.COC[C@H](C)N.COC[C@H](C)N.COC[C@H](C)N.CCO.CO.CO.CO

Last column: Löwdin charge in e.
Positions of all 112 atoms, in Å:
C 1.247 0.124 -0.162  -0.14
O 0.031 0.856 0.153  -0.14
H 1.007 -0.462 -1.049  0.07
H 2.071 0.824 -0.302  0.08
H 1.486 -0.562 0.650  0.07
H -0.636 0.206 -0.080  0.06
C 5.101 2.927 -4.457  -0.15
O 3.871 3.504 -4.958  -0.12
H 5.985 3.442 -4.833  0.07
H 5.180 2.966 -3.370  0.07
H 5.289 1.885 -4.715  0.07
H 3.085 3.063 -4.627  0.07
C -1.112 3.971 -4.511  -0.21
O -1.138 3.205 -5.661  -0.09
H -1.298 3.354 -3.632  0.08
H -0.297 4.630 -4.213  0.08
H -2.001 4.600 -4.451  0.07
H -1.056 3.744 -6.451  0.08
C -0.160 -7.340 -4.094  -0.09
C -0.349 -6.430 -2.901  -0.32
O -0.237 -5.123 -3.465  -0.10
H -0.232 -8.390 -3.811  0.07
H 0.834 -7.245 -4.531  0.07
H -0.937 -7.115 -4.824  0.08
H 0.359 -6.367 -2.074  0.11
H -1.297 -6.605 -2.392  0.11
H -1.115 -4.768 -3.311  0.07
C 6.183 -2.920 -6.093  -0.07
C 5.144 -3.391 -5.088  -0.41
C 5.616 -3.602 -3.577  -0.19
O 6.483 -4.648 -3.270  -0.19
C 6.173 -5.955 -3.750  -0.11
N 3.994 -2.429 -5.090  0.03
H 6.708 -2.034 -5.736  0.08
H 5.665 -2.708 -7.028  0.07
H 6.905 -3.712 -6.295  0.07
H 4.945 -4.391 -5.472  0.11
H 4.765 -3.831 -2.937  0.11
H 6.044 -2.730 -3.082  0.12
H 6.863 -6.686 -3.328  0.08
H 6.243 -6.132 -4.824  0.08
H 5.227 -6.281 -3.318  0.09
H 3.500 -2.381 -5.970  0.06
H 3.289 -2.857 -4.506  0.06
C -5.660 -1.847 4.338  -0.05
C -5.228 -3.227 3.959  -0.48
C -3.726 -3.394 3.615  -0.20
O -3.424 -2.547 2.508  -0.19
C -3.881 -3.046 1.213  -0.07
N -5.583 -4.129 5.035  0.03
H -5.111 -1.063 3.818  0.08
H -5.486 -1.787 5.412  0.08
H -6.725 -1.726 4.138  0.08
H -5.710 -3.610 3.059  0.11
H -3.304 -4.388 3.464  0.12
H -3.174 -3.214 4.538  0.13
H -3.553 -2.389 0.407  0.09
H -4.967 -3.143 1.240  0.07
H -3.652 -4.101 1.067  0.08
H -5.059 -4.954 4.782  0.06
H -6.560 -4.375 4.966  0.08
C -1.599 4.554 4.213  -0.08
C -1.203 5.582 5.253  -0.42
C 0.245 6.131 5.116  -0.18
O 0.526 7.164 6.090  -0.19
C 0.814 6.584 7.389  -0.09
N -2.059 6.772 4.943  0.02
H -2.650 4.269 4.263  0.07
H -1.010 3.649 4.365  0.07
H -1.530 4.952 3.200  0.08
H -1.446 5.238 6.258  0.12
H 0.355 6.621 4.149  0.13
H 0.925 5.279 5.137  0.12
H 1.518 5.752 7.394  0.08
H -0.079 6.194 7.877  0.08
H 1.265 7.351 8.020  0.08
H -3.017 6.719 5.258  0.07
H -1.493 7.457 5.423  0.05
C 9.214 0.943 0.113  -0.06
C 8.675 1.790 1.262  -0.50
C 7.512 1.049 2.041  -0.14
O 6.630 1.917 2.846  -0.23
C 5.694 1.310 3.742  -0.10
N 9.751 2.010 2.127  0.02
H 8.379 0.825 -0.577  0.08
H 9.589 0.006 0.524  0.08
H 10.086 1.503 -0.225  0.08
H 8.310 2.764 0.937  0.14
H 8.021 0.307 2.657  0.12
H 6.915 0.648 1.222  0.11
H 6.285 0.938 4.578  0.08
H 5.112 0.566 3.198  0.08
H 5.032 2.128 4.026  0.08
H 9.375 2.495 2.929  0.08
H 10.207 2.730 1.585  0.08
C -11.717 0.214 -1.196  -0.08
C -10.355 0.722 -1.570  -0.44
C -9.295 0.918 -0.490  -0.20
O -8.063 1.300 -1.079  -0.22
C -7.001 1.861 -0.300  -0.07
N -9.898 -0.342 -2.460  0.02
H -12.303 1.087 -0.911  0.08
H -11.688 -0.450 -0.332  0.08
H -12.198 -0.311 -2.021  0.08
H -10.437 1.622 -2.180  0.14
H -9.109 -0.046 -0.016  0.12
H -9.597 1.631 0.278  0.12
H -7.402 2.509 0.480  0.09
H -6.312 2.283 -1.031  0.09
H -6.436 1.001 0.061  0.08
H -10.259 -1.212 -2.096  0.06
H -8.901 -0.252 -2.593  0.06

(8)
ORCA calculation (ωB97M-V/def2-TZVPD) on a cluster of 2 separate species, C4H8O3S in total in a non-equilibrium geometry.

- energy (Eh) = -780.9887

Last column: Löwdin charge in e.
Positions of all 16 atoms, in Å:
C 3.211 -0.427 0.762  -0.10
C 3.106 -0.612 -0.684  -0.08
C 2.110 0.164 0.035  -0.36
C -3.856 0.602 -0.344  -0.21
O -1.750 -1.188 -0.587  -0.51
O -1.598 0.899 0.777  -0.36
O 1.059 0.765 -0.030  0.09
S -2.512 -0.441 0.419  0.86
H 3.108 -1.373 1.444  0.15
H 4.003 0.112 1.222  0.10
H 3.717 -0.009 -1.388  0.13
H 2.527 -1.550 -0.991  0.16
H -3.930 0.650 -1.478  0.09
H -4.751 0.178 -0.077  -0.01
H -3.816 1.459 0.301  0.03
H -0.630 0.772 0.619  0.02

(9)
ORCA calculation (ωB97M-V/def2-TZVPD) on a structure of composition C21H16CrF6N2O5PS3.

- energy (Eh) = -4475.0888
- multiplicity = 2

Last column: Mulliken spin population.
Positions of all 55 atoms, in Å:
Cr 1.463 1.172 0.169  1.36
O 1.606 2.610 2.621  -0.01
N 1.086 1.395 2.159  -0.04
C 0.447 0.763 3.055  0.02
C -0.216 -0.540 2.933  0.02
C -0.735 -1.012 4.145  0.00
C -1.360 -2.243 4.229  0.00
C -1.471 -3.026 3.091  0.00
C -0.960 -2.570 1.887  0.00
C -0.334 -1.331 1.779  0.00
P 0.269 -0.821 0.127  -0.08
C 0.979 -2.383 -0.483  0.00
C 0.391 -3.124 -1.503  0.00
C 0.960 -4.324 -1.912  0.00
C 2.111 -4.793 -1.299  0.00
C 2.695 -4.059 -0.274  0.00
C 2.137 -2.858 0.130  -0.01
C -1.263 -0.578 -0.825  0.00
C -2.525 -0.521 -0.248  0.00
C -3.633 -0.212 -1.025  0.00
C -3.490 0.042 -2.379  0.00
C -2.230 -0.005 -2.961  0.00
C -1.121 -0.303 -2.188  0.00
H 2.538 2.558 2.343  0.00
H 0.418 1.218 4.042  0.00
H -0.639 -0.400 5.032  0.00
H -1.751 -2.589 5.176  0.00
H -1.953 -3.993 3.136  0.00
H -1.047 -3.193 1.005  0.00
H -0.518 -2.783 -1.980  0.00
H 0.495 -4.889 -2.709  0.00
H 2.556 -5.726 -1.620  0.00
H 3.597 -4.416 0.205  0.00
H 2.615 -2.278 0.909  0.01
H -2.656 -0.706 0.810  0.00
H -4.610 -0.161 -0.563  0.00
H -4.355 0.291 -2.978  0.00
H -2.106 0.209 -4.015  0.00
H -0.138 -0.308 -2.644  0.00
F 3.912 3.332 -1.901  0.00
C 2.703 3.755 -1.592  0.00
F 2.479 3.532 -0.278  0.00
F 2.614 5.058 -1.815  0.00
S 1.410 2.831 -2.536  0.00
O 1.478 1.489 -1.960  -0.01
O 1.727 2.966 -3.911  0.00
N 0.090 3.587 -2.164  0.00
S -0.868 3.234 -0.981  -0.01
O -0.308 2.274 -0.026  0.01
O -2.215 3.013 -1.377  0.00
C -0.896 4.811 -0.028  0.00
F -1.660 4.639 1.048  0.00
F -1.402 5.784 -0.775  0.00
F 0.329 5.151 0.361  0.00
S 3.356 0.431 0.563  -0.25